{
  "formula": "C4H8N2O2",
  "method": "ωB97M-V/def2-TZVPD",
  "e_homo_ev": -7.287,
  "orbital_gap_ev": 8.0662,
  "smiles": "CN1C=CC(O)(O)N1",
  "de_lowest_ev": 4.4322,
  "e_lumo_ha": 0.029,
  "energy_ev": -11349.6805,
  "elements": ["C", "C", "C", "C", "N", "N", "O", "O", "H", "H", "H", "H", "H", "H", "H", "H"],
  "positions_angstrom": [[-1.55533, 0.52922, 0.74680], [-0.69159, -0.50344, 0.91641], [-0.99590, 1.56627, -0.12953], [1.60187, -1.16898, 0.18068], [0.26841, 0.59980, -0.84025], [0.32511, -0.48728, -0.01236], [-0.18904, 2.47691, 0.54209], [-1.77750, 2.09235, -1.00242], [-2.51134, 0.61553, 1.18476], [-0.72531, -1.13286, 1.81786], [1.62043, -2.14530, -0.24277], [2.45007, -0.50983, -0.10256], [1.66678, -1.23420, 1.19896], [0.19725, 0.20623, -1.77935], [0.66410, 2.02368, 0.60175], [-1.41796, 2.92033, -1.54383]]
}

{
  "formula": "C4H8N2O2",
  "method": "ωB97M-V/def2-TZVPD",
  "e_homo_ev": -8.103,
  "orbital_gap_ev": 8.8857,
  "smiles": "C/C(O)=C(\\N)C(N)=O",
  "de_lowest_ev": 1.5739,
  "e_lumo_ha": 0.029,
  "energy_ev": -11352.5389,
  "elements": ["C", "C", "C", "C", "N", "N", "O", "O", "H", "H", "H", "H", "H", "H", "H", "H"],
  "positions_angstrom": [[0.26823, 2.04428, -0.99511], [-0.22725, -1.17446, 1.02080], [-0.43828, -0.23762, -0.16371], [0.04148, 0.99673, 0.04570], [0.89173, -1.95089, 0.90788], [-1.00644, -0.76301, -1.31447], [0.74417, 1.23984, 1.27353], [-1.08448, -1.33963, 1.86907], [0.32166, 0.79892, 2.03199], [1.58210, -1.76781, 0.19234], [1.00870, -2.70649, 1.56785], [-1.17961, -1.76097, -1.19148], [-1.92136, -0.33485, -1.46062], [0.08912, 3.03817, -0.57171], [1.30182, 2.01452, -1.35517], [-0.39160, 1.90327, -1.85691]]
}

{
  "formula": "C4H8N2O3",
  "method": "ωB97M-V/def2-TZVPD",
  "e_homo_ev": [-8.097, -8.101],
  "orbital_gap_ev": [8.0810, 8.0829],
  "de_lowest_ev": 4.9635,
  "e_lumo_ha": [-0.001, -0.001],
  "energy_ev": -13396.7247,
  "elements": ["C", "C", "C", "C", "N", "O", "O", "N", "O", "H", "H", "H", "H", "H", "H", "H", "H"],
  "positions_angstrom": [[1.59992, 0.23255, 1.04244], [-1.32646, -1.87144, 0.19969], [0.99492, -0.94933, 0.36394], [0.80117, 0.93712, -0.02522], [-1.13969, 1.69025, -0.87685], [-0.44904, -1.09133, 0.97594], [1.45691, 1.61567, -1.00524], [-0.51831, 1.20395, 0.18471], [1.47974, -1.84691, -0.29632], [1.06223, 2.50378, -1.04351], [-2.10421, 1.95140, -0.67812], [-1.07037, 1.14946, -1.74259], [1.24962, 0.41287, 2.05756], [2.67468, 0.29443, 0.87031], [-2.03516, -1.20279, -0.31818], [-0.80534, -2.46754, -0.55845], [-1.87062, -2.56214, 0.84991]]
}

{
  "formula": "C4H8N2O3S",
  "method": "ωB97M-V/def2-TZVPD",
  "e_homo_ev": -9.769,
  "orbital_gap_ev": 9.1036,
  "smiles": "N[C@H](CCSN=O)C(=O)O",
  "de_lowest_ev": 1.2087,
  "e_lumo_ha": -0.024,
  "energy_ev": -24234.0119,
  "elements": ["C", "C", "C", "C", "H", "H", "H", "H", "H", "H", "H", "H", "N", "N", "O", "O", "O", "S"],
  "positions_angstrom": [[0.03647, 0.13376, 0.85600], [0.36064, -1.13319, 0.03546], [1.04707, -0.87515, -1.30181], [-0.28637, -0.27417, 2.31182], [-1.73613, 0.46108, -0.15119], [-0.67805, 1.68547, -0.29152], [0.95307, 0.75044, 0.91737], [-0.57368, -1.72503, -0.09442], [1.01158, -1.74287, 0.66161], [1.83744, -0.12259, -1.20876], [1.50410, -1.78652, -1.64054], [-1.54690, 1.05901, 2.17967], [-1.03860, 0.99790, 0.34631], [0.30363, 1.43916, -2.45879], [-0.23669, 2.13078, -3.25396], [-1.23436, 0.47419, 2.87946], [0.28580, -1.16436, 2.87917], [-0.00902, -0.30791, -2.66589]]
}

{
  "formula": "C4H8N2OS",
  "method": "ωB97M-V/def2-TZVPD",
  "e_homo_ev": [-8.601, -8.941],
  "orbital_gap_ev": [6.3191, 8.6028],
  "de_lowest_ev": 8.9883,
  "e_lumo_ha": [-0.084, -0.012],
  "energy_ev": -20131.8461,
  "elements": ["C", "C", "C", "C", "N", "N", "O", "S", "H", "H", "H", "H", "H", "H", "H", "H"],
  "positions_angstrom": [[-1.03324, 0.68255, 0.92425], [-1.42315, -0.52566, 0.44823], [0.02478, 1.56918, 0.38064], [-0.58640, -1.38665, -0.56150], [0.39649, 1.32234, -0.94863], [0.82087, -1.30542, -0.45501], [2.58982, 0.36163, 1.22520], [1.43974, 0.18636, -1.01402], [-1.72586, 1.06848, 1.59506], [-2.40998, -0.95586, 0.75610], [-0.41454, 2.67341, 0.36859], [1.00112, 1.49768, 1.10068], [-0.78332, -2.46451, -0.44294], [-0.75079, -1.02378, -1.49119], [1.23637, -1.48037, 0.45589], [1.61809, -0.21938, -2.34135]]
}

{
  "formula": "C4H8N2OS",
  "method": "ωB97M-V/def2-TZVPD",
  "e_homo_ev": -8.438,
  "orbital_gap_ev": 8.9321,
  "de_lowest_ev": 5.0676,
  "e_lumo_ha": 0.018,
  "energy_ev": -20135.7668,
  "elements": ["C", "C", "C", "C", "H", "H", "H", "H", "H", "H", "H", "H", "N", "N", "O", "S"],
  "positions_angstrom": [[-2.41779, 1.07275, 0.13833], [-0.70285, -0.78994, -0.03974], [1.73725, -0.37256, 0.46047], [2.96809, -0.62045, -0.09668], [-3.02087, 0.57911, 0.93900], [-2.27457, 2.23952, 0.10806], [-2.69713, 0.63900, -0.77653], [0.36426, 1.64765, 0.01973], [0.71268, -2.04507, -0.22503], [1.38250, 0.28097, 1.38330], [3.87771, -0.20021, 0.12151], [2.59258, -1.21471, -1.34407], [-1.07811, 0.49623, 0.20824], [0.61320, -1.06161, -0.10588], [-0.13434, 1.27618, -0.67541], [-1.92262, -1.92685, -0.11530]]
}

{
  "formula": "C4H8N2OS",
  "method": "ωB97M-V/def2-TZVPD",
  "e_homo_ev": -7.628,
  "orbital_gap_ev": 8.1362,
  "smiles": "NS/C=C\\O.CC#N",
  "de_lowest_ev": 2.5655,
  "e_lumo_ha": 0.019,
  "energy_ev": -20138.2688,
  "elements": ["C", "C", "C", "C", "N", "N", "O", "S", "H", "H", "H", "H", "H", "H", "H", "H"],
  "positions_angstrom": [[-1.29818, -1.90743, 2.13233], [2.14613, 0.91401, -0.97152], [2.08894, 0.86394, -2.40754], [-0.84623, -0.78007, 1.57168], [2.12133, 0.79399, 0.15523], [-0.97223, 0.99495, -0.36932], [-2.52974, -2.19298, 2.53612], [-1.73877, 0.66798, 1.15565], [-0.70215, -2.73923, 2.37228], [2.51135, 1.80561, -2.80555], [1.05148, 0.84930, -2.88899], [2.89178, 0.13882, -2.73549], [0.28099, -0.70260, 1.31754], [-3.26125, -1.58198, 2.27112], [-1.73141, 1.47975, -0.82552], [-0.01204, 1.39592, -0.50800]]
}

{
  "formula": "C4H8N2OS",
  "method": "ωB97M-V/def2-TZVPD",
  "e_homo_ev": -8.999,
  "orbital_gap_ev": 9.7831,
  "smiles": "SCC1=NCCON1",
  "de_lowest_ev": 2.2738,
  "e_lumo_ha": 0.029,
  "energy_ev": -20138.5605,
  "elements": ["C", "C", "C", "C", "H", "H", "H", "H", "H", "H", "H", "H", "N", "N", "O", "S"],
  "positions_angstrom": [[-1.20392, -1.22426, -0.33696], [-0.10543, -0.44735, 0.31217], [0.85323, 0.78499, 2.02602], [1.63454, 1.45379, 0.88006], [-2.33347, 0.66454, -1.18314], [-1.96450, -1.45803, 0.47179], [-0.87479, -2.20594, -0.65140], [1.52500, 0.20901, 2.62107], [0.42419, 1.52640, 2.71320], [2.53912, 1.87788, 1.24799], [0.96158, 2.14163, 0.31922], [0.83883, -0.16555, -1.48303], [-0.25374, -0.02314, 1.52438], [1.03629, -0.34194, -0.49141], [2.07074, 0.40924, 0.02413], [-1.88939, -0.41945, -1.79795]]
}

{
  "formula": "C4H8N2P",
  "method": "ωB97M-V/def2-TZVPD",
  "e_homo_ev": -13.016,
  "orbital_gap_ev": 8.3929,
  "smiles": "N[C@@]1([NH3+])C=CC=P1",
  "de_lowest_ev": 2.0116,
  "total_charge": 1,
  "e_lumo_ha": -0.170,
  "energy_ev": -16537.6350,
  "elements": ["C", "C", "C", "C", "N", "N", "P", "H", "H", "H", "H", "H", "H", "H", "H"],
  "positions_angstrom": [[-1.87195, -0.75419, 0.12690], [-0.61333, -0.72414, 0.57628], [-2.28273, 0.35068, -0.70858], [0.28861, 0.44006, -0.12704], [0.90835, 1.33931, 0.82928], [1.34448, -0.30767, -0.83564], [-1.10631, 1.32702, -1.32467], [-2.63827, -1.25755, 0.61477], [0.06530, -1.42550, 1.14739], [-3.27191, 0.53628, -0.94953], [0.44666, 1.56120, 1.72666], [1.34179, 2.09544, 0.37337], [2.16227, 0.17596, -1.10727], [0.88719, -0.75270, -1.68077], [1.81490, -1.08657, -0.27950]]
}

{
  "formula": "C4H8N2P",
  "method": "ωB97M-V/def2-TZVPD",
  "e_homo_ev": -13.152,
  "orbital_gap_ev": 7.7910,
  "de_lowest_ev": 4.3927,
  "total_charge": 1,
  "e_lumo_ha": -0.197,
  "energy_ev": -16535.2539,
  "elements": ["C", "C", "C", "C", "N", "N", "P", "H", "H", "H", "H", "H", "H", "H", "H"],
  "positions_angstrom": [[-0.26100, 1.31852, -0.40885], [-0.70117, 0.05704, -0.28863], [1.50849, 0.06414, 0.12688], [-3.19670, -0.84690, -0.07626], [1.13661, 1.30268, -0.20839], [0.38560, -0.69875, 0.08690], [3.15760, -0.57017, 0.00055], [-0.89368, 2.16882, -0.62894], [-3.63517, -0.44094, 0.81520], [-3.18111, -0.16044, -0.95485], [-3.26058, -1.95036, -0.24333], [1.68470, 2.07227, -0.22887], [0.27523, -1.70431, 0.28326], [3.11396, -1.08803, 1.16154], [3.86720, 0.47644, 0.56379]]
}